[1]
82
Properties=species:S:1:pos:R:3 method="wB97M-V/def2-TZVPD" e_homo_ev=-8.70 homo_lumo_gap_ev=7.582 smiles="CCCOCN([C@@](CC)(COCC)[C@@](Cl)(OCCCCSC(=S)n1ccnc1)C(=O)NC(=O)F)P(=N)(O)O.NC(N)=O" energy_ha=-3545.300649 spin_multiplicity=1 lumo_energy_ev=-1.12
C -2.625 5.323 4.742
C -3.740 5.013 3.732
C -4.131 3.532 3.764
O -3.407 2.878 2.751
C -3.382 1.476 2.876
N -2.140 0.927 2.378
C -2.200 0.177 1.101
C -3.122 -1.054 1.378
C -3.276 -2.170 0.339
C -2.963 0.993 0.053
O -2.189 2.060 -0.446
C -2.455 2.392 -1.798
C -1.931 3.801 -2.036
C -0.829 -0.288 0.518
Cl -1.005 -0.733 -1.279
O 0.071 0.735 0.515
C 1.440 0.390 0.398
C 2.196 1.632 -0.089
C 2.691 1.480 -1.548
C 4.192 1.249 -1.646
S 4.709 -0.283 -0.822
C 5.076 -1.306 -2.232
S 6.466 -1.099 -3.037
N 4.159 -2.275 -2.618
C 2.866 -2.412 -2.127
C 2.313 -3.467 -2.787
N 3.234 -4.007 -3.662
C 4.321 -3.288 -3.554
C -0.272 -1.643 1.127
O 0.275 -2.438 0.446
N -0.509 -1.964 2.531
C 0.607 -2.581 3.141
O 0.823 -3.731 3.114
F 1.389 -1.780 3.814
P -0.809 1.692 3.082
N -0.346 3.024 2.459
O -1.218 1.936 4.609
O 0.434 0.700 3.211
H -1.651 5.123 4.309
H -2.671 6.357 5.070
H -2.702 4.709 5.637
H -4.602 5.643 3.919
H -3.304 5.192 2.756
H -5.214 3.432 3.637
H -3.888 3.145 4.756
H -4.259 1.092 2.363
H -3.503 1.209 3.928
H -4.126 -0.690 1.570
H -2.817 -1.507 2.313
H -4.182 -2.725 0.570
H -3.362 -1.847 -0.689
H -2.476 -2.904 0.375
H -3.851 1.434 0.513
H -3.360 0.353 -0.727
H -3.514 2.307 -2.038
H -1.887 1.724 -2.444
H -2.685 4.557 -1.848
H -1.462 3.901 -3.008
H -1.149 3.960 -1.297
H 1.611 -0.399 -0.320
H 1.862 0.092 1.356
H 3.063 1.823 0.535
H 1.509 2.468 -0.075
H 2.414 2.360 -2.124
H 2.206 0.636 -2.039
H 4.704 2.086 -1.181
H 4.497 1.242 -2.687
H 2.400 -1.809 -1.380
H 1.316 -3.843 -2.663
H 5.240 -3.413 -4.090
H -1.238 -2.662 2.624
H -0.893 3.271 1.646
H -1.537 1.131 5.041
H 1.155 1.266 3.520
C 4.321 -7.158 -6.513
O 4.593 -8.218 -7.048
N 3.041 -6.700 -6.384
N 5.278 -6.330 -5.990
H 2.810 -5.828 -5.940
H 2.308 -7.278 -6.746
H 6.232 -6.627 -6.062
H 5.064 -5.461 -5.541

---

[2]
69
Properties=species:S:1:pos:R:3 method="wB97M-V/def2-TZVPD" e_homo_ev="2.86 / -2.38" homo_lumo_gap_ev="1.368 / 5.786" energy_ha=-1966.825551 spin_multiplicity=5 lumo_energy_ev="4.22 / 3.41" de_lowest_kcal_mol=82.9 charge=-2
Pd 0.761 -0.949 0.056
Cl -0.016 0.281 -1.917
C 2.802 -4.381 0.224
C 1.994 -2.333 -0.115
N 1.646 -3.627 -0.095
H 4.889 -3.809 0.351
N 3.326 -2.210 0.054
H 2.842 -5.441 0.505
C 0.181 -4.017 -0.201
C -0.019 -5.404 -0.811
C -0.549 -3.817 1.130
H 0.371 -6.229 -0.197
H -1.116 -5.551 -0.936
H 0.419 -5.437 -1.822
H -1.702 -3.296 -0.956
H -0.430 -3.336 -2.201
H -0.460 -2.759 1.452
C -0.622 -3.118 -1.144
H -0.175 -4.467 1.927
H -1.620 -4.030 0.958
H -0.488 -2.015 -0.994
C 3.853 -3.517 0.227
C 3.712 -0.159 1.507
H 4.476 -0.439 2.266
H 3.769 0.961 1.415
C 3.927 -0.824 0.140
H 3.621 1.138 -0.680
C 5.414 -0.764 -0.203
H 5.589 -0.993 -1.267
H 2.687 -0.369 1.891
H 2.120 0.315 -0.385
H 6.016 -1.416 0.446
H 5.757 0.284 -0.034
C 3.162 0.140 -0.762
H 3.088 -0.153 -1.807
C -3.894 3.476 -0.341
N -3.328 2.239 0.038
H -2.951 5.463 -0.506
N -1.720 3.698 0.138
H -4.944 3.666 -0.584
C -3.841 0.824 -0.098
C -5.331 0.740 0.242
C -3.599 0.283 -1.508
H -5.959 1.319 -0.451
H -5.615 -0.322 0.139
H -5.544 1.039 1.279
H -3.550 -1.029 0.919
H -2.777 0.314 1.783
H -2.526 0.073 -1.649
C -3.018 -0.082 0.801
H -3.937 0.966 -2.299
H -4.160 -0.659 -1.579
H -2.063 -0.305 0.321
C -2.878 4.409 -0.292
C 0.413 3.694 -1.158
H 0.002 4.218 -2.024
H 1.477 3.939 -1.057
C -0.252 4.049 0.166
H 1.501 3.292 1.135
C -0.036 5.502 0.591
H -0.423 5.685 1.607
H 0.323 2.608 -1.317
H 0.275 2.089 0.805
H -0.475 6.239 -0.101
H 1.055 5.669 0.620
C 0.424 3.113 1.139
H 0.063 3.181 2.155
C -2.085 2.449 0.469
I 0.149 -0.094 2.589

---

[3]
71
Properties=species:S:1:pos:R:3 method="wB97M-V/def2-TZVPD" e_homo_ev="3.14 / 0.72" homo_lumo_gap_ev="1.328 / 3.644" energy_ha=-1827.323001 spin_multiplicity=4 lumo_energy_ev="4.47 / 4.36" charge=-2
Tc -0.162 0.143 0.022
Cl 0.850 -1.829 -0.619
C -0.021 1.559 -4.017
C -0.225 0.473 -2.062
N 0.623 1.200 -2.873
H -2.076 1.150 -4.672
N -1.385 0.376 -2.788
H 0.432 2.143 -4.798
C 1.977 1.665 -2.534
C 2.693 2.118 -3.798
C 1.850 2.867 -1.599
H 2.238 3.021 -4.224
H 3.727 2.377 -3.536
H 2.730 1.329 -4.558
H 3.813 0.831 -1.802
H 2.713 -0.371 -2.544
H 1.037 2.754 -0.869
C 2.763 0.527 -1.917
H 1.617 3.762 -2.191
H 2.797 3.023 -1.063
H 2.403 0.266 -0.915
C -1.279 1.071 -3.958
C -3.485 0.776 -1.633
H -3.606 1.663 -2.262
H -4.470 0.348 -1.413
C -2.639 -0.265 -2.353
H -3.179 -1.836 -0.996
C -3.416 -0.741 -3.572
H -2.828 -1.399 -4.223
H -3.026 1.109 -0.698
H -1.605 -1.025 -0.570
H -3.800 0.100 -4.164
H -4.291 -1.307 -3.231
C -2.271 -1.405 -1.436
H -1.695 -2.178 -1.960
C 1.340 -1.193 3.882
N 1.421 -0.461 2.726
H -0.296 -2.389 4.676
N -0.533 -1.408 2.772
H 2.123 -1.233 4.613
C 2.681 0.229 2.337
C 3.481 0.546 3.595
C 3.508 -0.713 1.470
H 3.868 -0.355 4.087
H 4.352 1.150 3.310
H 2.899 1.137 4.313
H 3.346 2.005 1.369
H 1.840 2.216 2.314
H 2.899 -1.164 0.679
C 2.386 1.541 1.642
H 3.932 -1.516 2.089
H 4.333 -0.152 1.009
H 1.813 1.436 0.705
C 0.130 -1.769 3.913
C -1.720 -3.080 1.429
H -1.314 -3.962 1.945
H -2.704 -3.334 1.014
C -1.873 -1.945 2.436
H -3.788 -1.280 1.754
C -2.504 -2.539 3.690
H -2.589 -1.798 4.496
H -1.036 -2.832 0.610
H -2.491 -0.307 1.059
H -1.966 -3.423 4.053
H -3.522 -2.868 3.440
C -2.802 -0.836 1.970
H -2.902 -0.088 2.768
C 0.277 -0.631 1.994
O -1.586 3.035 -0.076
N -1.039 1.979 0.219
O -0.765 1.707 1.528